Record 1
Entry from the OMol25 dataset: a structure of composition C51H45Cl2N3O3P2S5SbSc at a distorted geometry (ωB97M-V/def2-TZVPD).

Calculated values
E_HOMO (spin up / spin down) = -5.106 / -5.311 eV
max |F| = 3.3 eV Å⁻¹
energy relative to the best compared isomer or geometry (same formula, charge and spin) = 0.00 kcal per mole
orbital gap (spin up / spin down) = 7.26 / 5.72 eV
expectation value of S² = 0.762
electronic energy = -6955.73655 a.u.

Geometry as ORCA input:
```
! wB97M-V def2-TZVPD RIJCOSX def2/J DEFGRID3
* xyz -1 2
Sc -2.308 0.269 0.864
S -0.599 4.800 0.098
Sb -1.691 3.495 1.654
S -3.640 2.377 0.902
S -0.477 1.570 2.343
Cl -4.448 -0.561 -1.221
C -3.284 -1.293 -2.351
C -3.646 -1.248 -3.636
C -2.877 -1.898 -4.605
C -1.752 -2.625 -4.188
C -1.406 -2.615 -2.845
Cl -0.038 -3.527 -2.281
C -2.146 -1.964 -1.857
S -1.789 -2.045 -0.176
H -4.481 -0.690 -3.958
H -3.118 -1.980 -5.621
H -1.258 -3.226 -4.955
C 3.572 -0.820 1.097
C 2.991 -1.981 1.972
P 1.305 -1.547 2.681
C 1.678 -1.007 4.420
C 2.860 -1.199 5.166
C 2.871 -0.848 6.486
C 1.700 -0.419 7.110
C 0.518 -0.153 6.370
C 0.548 -0.434 5.041
C 0.817 -3.242 3.168
C 1.316 -3.867 4.319
C 0.979 -5.155 4.687
C 0.209 -5.925 3.757
C -0.295 -5.297 2.596
C 0.051 -4.001 2.286
P 2.493 -0.131 -0.253
C 3.280 1.483 -0.418
C 2.617 2.551 0.189
C 3.165 3.843 0.279
C 4.364 4.154 -0.282
C 5.052 3.130 -0.973
C 4.522 1.845 -1.091
C 2.923 -0.957 -1.849
C 2.453 -0.402 -3.067
C 2.640 -1.096 -4.283
C 3.342 -2.330 -4.254
C 3.843 -2.816 -3.084
C 3.662 -2.162 -1.873
H 4.597 -1.118 0.766
H 3.597 0.036 1.742
H 2.727 -2.849 1.291
H 3.728 -2.330 2.649
H 3.699 -1.628 4.655
H 3.703 -0.992 7.103
H 1.718 -0.195 8.155
H -0.320 0.336 6.853
H -0.298 -0.238 4.403
H 1.976 -3.354 5.002
H 1.392 -5.609 5.632
H -0.077 -6.967 3.937
H -0.939 -5.820 1.897
H -0.413 -3.617 1.401
H 1.627 2.406 0.612
H 2.557 4.589 0.793
H 4.852 5.115 -0.202
H 6.000 3.465 -1.373
H 5.081 1.067 -1.641
H 1.938 0.508 -2.998
H 2.198 -0.717 -5.191
H 3.410 -2.984 -5.132
H 4.291 -3.815 -3.057
H 3.997 -2.620 -0.912
C -5.387 2.862 -2.669
C -4.384 4.013 -2.673
C -3.021 3.594 -3.079
N -2.466 2.629 -2.197
C -1.188 2.402 -1.923
S -0.553 1.232 -0.862
N -0.146 3.235 -2.555
C 0.112 3.364 -3.893
O -0.692 2.928 -4.700
C 1.363 4.051 -4.234
C 2.098 4.848 -3.330
C 3.191 5.563 -3.853
C 3.591 5.479 -5.136
C 2.904 4.640 -6.058
C 1.756 3.992 -5.593
H -6.443 3.095 -2.370
H -5.098 2.136 -1.900
H -5.402 2.403 -3.621
H -4.316 4.281 -1.598
H -4.640 4.858 -3.318
H -2.348 4.467 -3.269
H -3.200 3.160 -4.046
H -3.137 2.064 -1.659
H 0.530 3.548 -1.855
H 1.757 4.907 -2.288
H 3.750 6.188 -3.196
H 4.435 6.088 -5.508
H 3.130 4.556 -7.144
H 1.074 3.429 -6.242
O -5.999 -1.194 1.476
C -5.042 -1.460 2.154
N -3.828 -0.818 2.023
C -2.988 -1.485 2.809
O -1.753 -1.251 2.721
C -3.618 -2.439 3.686
C -3.077 -3.282 4.652
C -3.952 -4.188 5.196
C -5.256 -4.276 4.696
C -5.817 -3.411 3.731
C -4.945 -2.501 3.236
H -2.067 -3.157 4.959
H -3.706 -4.826 5.970
H -5.881 -4.940 5.214
H -6.896 -3.508 3.496
*
```

=====

Record 2
Entry from the OMol25 dataset: a structure of composition C8H10O6PPd at a distorted geometry (ωB97M-V/def2-TZVPD).

Calculated values
E_HOMO (spin up / spin down) = -12.747 / -12.787 eV
max |F| = 6.9 eV Å⁻¹
energy relative to the best compared isomer or geometry (same formula, charge and spin) = 26.51 kcal per mole
orbital gap (spin up / spin down) = 8.31 / 5.22 eV
expectation value of S² = 2.007
electronic energy = -1231.17538 a.u.

Geometry as ORCA input:
```
! wB97M-V def2-TZVPD RIJCOSX def2/J DEFGRID3
* xyz 1 3
O 1.557 -0.823 3.393
C 1.338 -1.213 2.349
Pd -0.084 -2.776 -2.186
C -0.771 -1.128 -2.919
O -1.009 -0.019 -3.136
C -0.179 -4.357 -3.634
O -0.150 -5.414 -4.062
C -1.152 -2.475 -0.444
O -2.198 -2.832 0.009
C 1.796 -2.318 -1.778
O 2.731 -1.721 -1.423
H -0.497 -1.712 0.103
C -0.210 2.452 2.597
P -0.159 1.365 1.137
C -1.425 1.962 -0.011
C 1.372 1.680 0.271
O -0.303 -0.107 1.512
H -1.236 2.782 2.786
H 0.448 3.317 2.434
H 0.133 1.890 3.464
H -1.407 3.072 -0.017
H -1.203 1.569 -1.008
H -2.425 1.608 0.281
H 1.998 0.787 0.313
H 1.145 1.887 -0.774
H 1.889 2.525 0.743
*
```

=====

Record 3
Entry from the OMol25 dataset: a structure of composition H28KO14 at a distorted geometry (ωB97M-V/def2-TZVPD).

Calculated values
E_HOMO = -12.843 eV
max |F| = 1.1 eV Å⁻¹
energy relative to the best compared isomer or geometry (same formula, charge and spin) = 0.00 kcal per mole
orbital gap = 9.95 eV
electronic energy = -1669.95225 a.u.

Geometry as ORCA input:
```
! wB97M-V def2-TZVPD RIJCOSX def2/J DEFGRID3
* xyz 1 1
K 0.196 -0.706 0.179
O 3.042 0.449 -2.167
H 2.934 1.255 -2.672
H 3.878 0.561 -1.714
O -0.152 0.183 -3.712
H -0.860 0.191 -4.356
H 0.639 0.023 -4.226
O 2.409 -3.420 0.687
H 2.236 -2.955 -0.132
H 2.358 -2.743 1.362
O -2.004 -1.130 -1.972
H -2.899 -1.403 -2.173
H -1.638 -0.865 -2.815
O -4.870 -1.514 0.296
H -5.412 -1.935 0.963
H -3.973 -1.622 0.612
O -0.895 3.356 0.659
H -1.133 4.271 0.516
H -0.774 2.998 -0.220
O 1.960 -2.453 -1.801
H 1.798 -3.191 -2.388
H 2.411 -1.807 -2.345
O 2.998 2.721 0.499
H 2.330 2.476 1.139
H 2.571 2.605 -0.350
O -0.397 1.656 -1.420
H -0.784 2.429 -1.830
H -0.188 1.075 -2.152
O -1.336 0.976 2.100
H -0.814 1.645 1.657
H -1.310 1.225 3.024
O 2.576 -1.534 2.525
H 2.164 -1.844 3.332
H 3.513 -1.666 2.667
O -3.961 1.320 0.376
H -4.474 0.522 0.251
H -3.176 1.031 0.841
O 1.278 2.060 2.482
H 1.487 1.580 3.284
H 0.904 2.886 2.788
O -0.781 -2.643 1.792
H -1.308 -2.497 2.577
H -0.540 -3.568 1.833
*
```